# 1
Formula: C10H18O2
Source: the Open Molecules 2025 dataset
Level of theory: ωB97M-V/def2-TZVPD

Last column: natural (NBO) charge in e.
Element x y z (Å)
C: 3.8677 -0.6040 -0.3429  -0.600
C: 2.4064 -0.0792 -0.3888  0.143
C: 1.4192 -1.1462 -0.8253  -0.605
C: 2.1068 0.9452 0.5751  -0.028
C: 1.8653 1.8867 1.3002  -0.226
C: -1.6644 1.3125 -0.6128  -0.660
C: -2.5963 0.3005 -0.0083  0.025
C: -3.9652 0.2845 -0.6305  -0.637
C: -2.2385 -0.5766 0.9447  -0.230
C: -0.9581 -0.5803 1.7367  -0.108
H: 4.0587 -1.2454 -1.2130  0.218
H: 4.5488 0.2600 -0.4292  0.231
H: 4.1129 -1.1775 0.5388  0.220
H: 1.3626 -2.0058 -0.1563  0.201
H: 1.7586 -1.5603 -1.7682  0.233
H: 0.4439 -0.6821 -0.9811  0.212
H: 1.5158 1.2183 -1.6387  0.473
H: 1.7577 2.6967 1.9919  0.242
H: -1.5124 1.0791 -1.6750  0.212
H: -2.1278 2.3152 -0.5323  0.219
H: -0.6918 1.3485 -0.1123  0.220
H: -4.6246 -0.4173 -0.0862  0.218
H: -4.4190 1.2905 -0.6609  0.214
H: -3.8971 -0.0444 -1.6817  0.213
H: -2.9569 -1.3299 1.2833  0.199
H: -0.2017 0.0880 1.2853  0.179
H: -1.1724 -0.2324 2.7670  0.188
H: -0.1948 -2.2318 0.9841  0.463
O: 2.4023 0.7711 -1.5402  -0.709
O: -0.4058 -1.8834 1.8765  -0.721

Its gap between HOMO and LUMO is 9.840 eV. For the energy above the lowest of the compared OMol25 structures with the same formula, charge and spin, the calculation gives 353.1 kJ/mol. The HOMO energy comes out at -9.10 eV. The largest force on an atom is 3.15 eV/Å. Its spin multiplicity is 1.

# 2
Formula: C4H12NOS
Source: the Open Molecules 2025 dataset
Level of theory: ωB97M-V/def2-TZVPD

Last column: natural (NBO) charge in e.
Element x y z (Å)
C: 0.9253 -2.3641 0.1285  -0.214
N: 1.0347 -1.0625 0.7640  -0.654
C: 0.0405 -0.1238 0.1299  -0.220
C: -0.3554 1.0278 1.0401  -0.533
S: -1.8915 1.8761 0.5308  -0.700
C: 2.1856 -3.1678 0.5117  -0.602
H: 0.0846 -2.9502 0.5192  0.155
H: 0.8913 -2.3614 -0.9589  0.190
H: 0.8036 -1.0309 1.7534  0.353
H: -0.8508 -0.7231 -0.0546  0.174
H: 0.4610 0.2857 -0.7907  0.154
H: 0.4842 1.6825 1.3003  0.177
H: -0.4986 0.4999 2.0178  0.146
H: 2.2406 -4.1982 0.1464  0.185
H: 3.0696 -2.7022 0.0665  0.202
H: 2.2237 -3.2255 1.6002  0.193
H: 0.2340 2.7914 -2.6378  0.461
H: -0.0757 1.4495 -2.4366  0.474
O: -0.1258 2.0891 -3.1647  -0.941

Its gap between HOMO and LUMO is 6.043 eV. For the energy above the lowest of the compared OMol25 structures with the same formula, charge and spin, the calculation gives 96.9 kJ/mol. The HOMO energy comes out at -2.57 eV. The largest force on an atom is 2.35 eV/Å. Its spin multiplicity is 1. Its charge is -1.

# 3
Formula: C7H11Li2N2O8
Source: the Open Molecules 2025 dataset
Level of theory: ωB97M-V/def2-TZVPD

Last column: natural (NBO) charge in e.
Element x y z (Å)
Li: 0.7399 -1.6264 -1.0168  0.883
Li: 3.1343 -0.1427 -0.3820  0.949
C: -1.5487 1.9172 -1.0166  -0.498
C: -1.5786 3.3380 -0.8841  0.429
C: -0.3919 4.0188 -0.1908  0.433
O: -0.4439 5.2235 0.0165  -0.607
C: 0.7080 3.1968 0.2095  -0.516
C: 0.7724 1.8575 -0.0579  0.405
C: -0.4986 1.1525 -0.5682  0.388
O: -0.4864 -0.1261 -0.6540  -0.869
O: 1.8276 1.1777 0.1801  -0.885
O: -2.4746 4.0331 -1.3251  -0.598
H: -2.3488 1.3678 -1.4948  0.202
H: 1.5555 3.6936 0.6642  0.195
O: 2.5175 -1.3057 -1.7013  -1.358
H: 2.9709 -2.1583 -1.6978  0.425
O: -0.2745 -3.1419 -1.6969  -0.950
H: -0.6532 -3.7743 -1.0804  0.491
H: -0.2748 -3.5611 -2.5603  0.483
O: -2.8444 -1.7125 -0.4261  -0.958
H: -2.0791 -1.4934 -0.9829  0.505
H: -3.2023 -2.5243 -0.7932  0.446
C: 0.6371 -1.5124 1.8068  0.815
O: 0.7859 -2.2008 0.8087  -0.739
N: 1.6199 -1.3816 2.7480  -0.843
N: -0.5682 -0.9023 2.0525  -0.839
H: 2.5127 -1.8065 2.5914  0.393
H: 1.5573 -0.7225 3.5017  0.389
H: -1.0535 -0.6882 1.1834  0.453
H: -0.6171 -0.1953 2.7664  0.375

Its gap between HOMO and LUMO is 5.412 eV. The HOMO energy comes out at -3.54 eV. The largest force on an atom is 1.60 eV/Å. Its spin multiplicity is 1. Its charge is -1.

# 4
Formula: C20H47NOP3Pd
Source: the Open Molecules 2025 dataset
Level of theory: ωB97M-V/def2-TZVPD

Last column: Löwdin spin population.
Element x y z (Å)
Pd: -0.2018 0.1174 -0.4617  1.316
P: 0.0692 -2.3578 -0.7143  0.409
P: 0.0479 2.5159 -0.5219  0.392
N: 0.1297 0.2197 -2.6975  0.141
C: 0.1473 -2.2564 -2.5568  0.061
H: 0.6170 -3.1755 -2.9431  0.013
H: -0.8985 -2.2252 -2.8931  0.000
C: 0.8540 -1.0295 -3.1262  0.007
H: 1.9011 -0.9614 -2.8139  0.000
H: 0.8217 -1.0765 -4.2224  0.002
C: 0.8965 1.4538 -3.0446  0.007
H: 0.8140 1.6052 -4.1310  0.002
H: 1.9598 1.3372 -2.8091  0.000
C: 0.2777 2.6753 -2.3482  0.056
H: -0.7364 2.7962 -2.7554  0.000
H: 0.8581 3.5905 -2.5709  0.011
C: 1.6020 3.3834 0.0876  0.053
C: 1.9199 3.1264 1.5686  0.004
H: 2.8911 3.6003 1.7761  0.000
H: 2.0154 2.0580 1.7988  0.002
H: 1.1771 3.5816 2.2392  0.000
C: -1.4081 3.6293 -0.0794  0.075
C: -1.3572 4.1184 1.3766  0.004
H: -2.3868 4.3415 1.6951  0.001
H: -0.7737 5.0477 1.4884  0.000
H: -0.9652 3.3650 2.0713  0.001
C: -1.3753 -3.5058 -0.3641  0.076
C: -1.3212 -4.1082 1.0416  0.003
H: -2.2698 -4.6274 1.2390  0.001
H: -1.2084 -3.3511 1.8241  0.001
H: -0.5202 -4.8525 1.1569  0.000
C: 1.6396 -3.3057 -0.3756  0.054
C: 2.0846 -3.2770 1.0859  0.004
H: 3.0099 -3.8579 1.1826  0.000
H: 1.3480 -3.7337 1.7542  0.000
H: 2.3032 -2.2658 1.4324  0.001
C: 1.5976 0.0650 0.1979  0.171
O: 2.7413 -0.0091 0.3795  0.019
C: -1.6767 4.8149 -1.0166  0.033
H: -0.8958 5.5879 -0.9247  0.001
H: -1.7717 4.5151 -2.0686  0.001
H: -2.6348 5.2684 -0.7117  0.008
C: -1.6203 -4.6069 -1.3974  0.037
H: -2.5776 -5.0890 -1.1572  0.008
H: -1.6955 -4.2258 -2.4196  0.001
H: -0.8495 -5.3860 -1.3639  0.001
C: 1.6697 -4.7455 -0.8914  0.031
H: 2.6974 -5.1167 -0.8006  0.007
H: 1.0401 -5.4218 -0.3022  0.000
H: 1.3841 -4.8415 -1.9399  0.001
C: 1.6672 4.8893 -0.2260  0.030
H: 0.9721 5.4678 0.4027  0.000
H: 2.6924 5.2149 0.0118  0.007
H: 1.4835 5.1116 -1.2860  0.001
H: 2.3885 2.8773 -0.5081  0.000
H: 2.3895 -2.7323 -0.9458  0.000
H: -2.2489 2.9189 -0.1702  0.010
H: -2.2364 -2.8193 -0.4134  0.005
H: -0.6249 0.2536 -3.3489  0.009
H: -1.5233 0.1830 0.6264  0.239
C: -1.1979 1.1652 3.2191  0.037
P: -1.0116 -0.2194 2.0625  0.423
C: 0.1192 -1.2383 3.0538  0.125
C: -2.6629 -1.0297 2.0691  0.044
H: -0.2826 1.7552 3.2665  0.003
H: -1.4357 0.7948 4.2156  0.009
H: -2.0100 1.8104 2.9057  0.001
H: -0.1394 -1.1169 4.1249  0.022
H: 1.1765 -0.9346 2.9469  0.002
H: 0.0514 -2.3101 2.8317  0.001
H: -2.8951 -1.3439 3.0752  0.005
H: -3.3511 -0.2529 1.7544  0.008
H: -2.6911 -1.8489 1.3596  0.002

Its gap between HOMO and LUMO (alpha / beta) is 5.699 / 5.206 eV. The HOMO energy (alpha / beta) comes out at -15.07 / -19.30 eV. The largest force on an atom is 6.67 eV/Å. Its expectation value of S² is 6.01. Its spin multiplicity is 5. Its charge is +3.

# 5
Formula: C25H60N4O9
Source: the Open Molecules 2025 dataset
Level of theory: ωB97M-V/def2-TZVPD

Last column: Mulliken charge in e.
Element x y z (Å)
C: 5.5670 20.8969 -35.7835  0.160
C: 6.1838 19.5600 -36.0553  -0.176
O: 5.7368 19.1401 -37.3403  -0.562
O: 5.8887 21.8442 -36.7940  -0.629
H: 5.9421 21.2835 -34.8341  0.566
H: 4.4770 20.7934 -35.7215  -0.397
H: 5.8852 18.8610 -35.2680  -0.003
H: 7.2783 19.6441 -36.0745  0.495
H: 5.8610 18.1840 -37.3999  0.205
H: 5.7480 21.3854 -37.6309  0.392
C: 10.4327 17.6130 -39.1947  -0.387
C: 9.0500 18.0053 -38.7026  -0.372
O: 8.0864 17.3864 -39.5272  -0.426
O: 10.5687 17.8469 -40.5929  -0.506
H: 10.5749 16.5408 -39.0273  0.274
H: 11.2275 18.1532 -38.6717  0.265
H: 8.9884 19.0998 -38.7975  0.260
H: 8.8828 17.6886 -37.6713  0.351
H: 7.3826 17.0152 -38.9854  0.388
H: 9.8784 18.4583 -40.8656  0.310
C: 6.2454 25.3563 -34.3828  -0.495
C: 4.8002 25.7520 -34.3737  -0.368
O: 4.1756 25.1576 -35.5136  -0.402
O: 6.4136 23.9410 -34.2746  -0.487
H: 6.7464 25.7514 -33.4932  0.326
H: 6.7986 25.7567 -35.2375  0.307
H: 4.7442 26.8485 -34.4022  0.300
H: 4.2960 25.4026 -33.4704  0.279
H: 3.2718 24.9256 -35.2879  0.213
H: 5.9601 23.5750 -35.0467  0.269
C: 4.9387 15.5500 -38.2091  0.554
O: 5.7563 16.4613 -38.1413  -0.831
N: 3.8036 15.5890 -38.9874  -0.428
N: 5.0700 14.4123 -37.4175  -0.435
H: 3.7632 16.3832 -39.6070  0.254
H: 3.5530 14.7060 -39.4026  0.210
H: 6.0053 14.0583 -37.3255  0.237
H: 4.2893 13.7800 -37.4566  0.193
C: 1.5296 19.0976 -32.1013  -1.863
C: 2.6682 19.4881 -33.0461  1.604
C: 3.9699 18.8567 -32.5807  -0.941
C: 4.0872 17.3676 -32.8858  -1.145
C: 3.7786 17.0301 -34.3403  -0.851
C: 2.5184 17.6854 -34.8989  1.590
N: 2.4454 19.0797 -34.4433  1.271
O: 1.1806 19.6162 -34.8582  -0.719
C: 2.6414 17.7492 -36.4289  -1.637
C: 1.3113 16.8302 -34.5532  -1.888
C: 2.8534 21.0025 -33.0417  -1.781
H: 0.5893 19.5615 -32.3962  0.331
H: 1.7563 19.4398 -31.0876  0.451
H: 1.3915 18.0197 -32.0535  0.338
H: 4.8375 19.4057 -32.9707  0.273
H: 4.0944 18.9823 -31.4990  0.447
H: 3.4136 16.8455 -32.1975  0.456
H: 5.0924 17.0278 -32.6266  0.386
H: 3.6571 15.9410 -34.3498  0.442
H: 4.6571 17.2115 -34.9624  0.198
H: 3.5007 18.2962 -36.8144  0.091
H: 2.7765 16.7277 -36.7997  0.434
H: 1.6879 18.1298 -36.7978  0.291
H: 1.3571 15.8988 -35.1281  0.476
H: 1.2246 16.5666 -33.5011  0.351
H: 0.3678 17.2821 -34.8697  0.354
H: 1.9121 21.5591 -33.0017  0.323
H: 3.4290 21.3374 -33.9025  0.158
H: 3.3666 21.3019 -32.1219  0.428
H: 1.4467 20.3581 -35.4108  0.026
C: -0.5483 23.3016 -40.7883  -1.626
C: 0.5015 24.1059 -39.9984  1.397
C: -0.1862 24.8951 -38.8961  -1.322
C: -0.6895 24.0108 -37.7741  -0.813
C: 0.5534 23.3969 -37.1153  -1.023
C: 1.3750 22.5582 -38.0782  1.908
N: 1.4875 23.2294 -39.3641  0.716
O: 2.2159 22.4811 -40.3027  -0.529
C: 2.7613 22.3718 -37.4752  -2.084
C: 0.7631 21.1538 -38.2054  -1.325
C: 1.2597 25.0593 -40.9206  -1.897
H: -0.8459 22.4127 -40.2343  0.331
H: -0.0853 22.8606 -41.6816  0.401
H: -1.3607 23.9327 -41.1424  0.371
H: 0.4966 25.6893 -38.5665  0.387
H: -0.9960 25.5022 -39.3235  0.496
H: -1.3562 23.2288 -38.1289  0.417
H: -1.1748 24.6498 -37.0346  0.412
H: 0.2623 22.8785 -36.1987  0.319
H: 1.1711 24.2461 -36.7925  0.204
H: 2.5927 22.0005 -36.4603  0.039
H: 3.3564 21.6634 -38.0508  0.609
H: 3.3459 23.2923 -37.4205  0.481
H: 0.8452 20.5802 -37.2802  -0.005
H: -0.2904 21.1975 -38.5015  0.379
H: 1.2406 20.5642 -38.9914  0.462
H: 0.6390 25.9507 -41.0751  0.402
H: 1.4631 24.6512 -41.9097  0.346
H: 2.1995 25.3863 -40.4771  0.403
H: 3.0941 22.8771 -40.3043  0.352

Its gap between HOMO and LUMO is 8.201 eV. The HOMO energy comes out at -7.99 eV. The largest force on an atom is 1.40 eV/Å. Its spin multiplicity is 1.